Here is a single C18H24N4O4 molecule in a non-equilibrium geometry from the Open Molecules 2025 dataset. Energies are from ωB97M-V/def2-TZVPD.

The geometry in XYZ format:
```
50
Properties=species:S:1:pos:R:3:lowdin_charge:R:1
C 0.07176 4.34103 -6.18638 -0.086
C 0.71141 4.95064 -4.95448 -0.230
N 0.09573 4.49652 -3.73563 0.065
C 0.41413 3.59324 -2.78883 -0.521
O 1.51104 3.02450 -2.76022 0.055
O -0.50171 3.51109 -1.75635 0.017
C -0.05653 2.57360 -0.64041 -0.250
C -0.92682 2.94428 0.64516 -0.118
C -0.68284 2.03938 1.84822 -0.135
N -0.29417 0.60264 1.47754 -0.049
C 0.09177 -0.16692 2.53953 -0.270
N 0.77210 0.49502 3.49956 0.075
N 1.50853 -0.13768 4.39712 0.035
C 1.38263 -1.48066 4.51909 -0.048
C 0.67528 -2.13618 3.53851 -0.229
C 0.80173 -3.53915 3.52878 0.090
C 0.17997 -4.34848 2.57501 -0.247
O 0.35093 -5.69823 2.65507 -0.057
C 1.23392 -6.10378 1.56372 -0.044
C -0.68222 -3.71935 1.67901 -0.155
O -1.35877 -4.58251 0.75671 -0.072
C -2.41499 -3.90814 0.08843 -0.097
C -0.77742 -2.34222 1.75332 0.066
C -0.00887 -1.52317 2.65792 -0.150
C 0.39790 0.20906 0.20345 -0.098
C -0.09658 1.07002 -0.97556 -0.107
H -0.02440 3.32590 -6.00303 0.042
H 0.74053 4.46294 -7.00802 0.065
H -0.99247 4.67116 -6.33258 0.097
H 0.70827 6.03066 -5.10471 0.117
H 1.76631 4.58101 -4.78999 0.136
H -0.47418 5.15827 -3.34849 0.105
H 0.96389 2.82792 -0.39498 0.136
H -1.96565 2.84706 0.10405 0.149
H -0.61543 3.91587 1.06568 0.114
H 0.15362 2.58267 2.38238 0.120
H -1.61616 1.99105 2.42870 0.123
H 1.93200 -2.09441 5.16547 0.098
H 1.31020 -4.15019 4.28890 0.144
H 1.72272 -7.09467 1.66250 0.101
H 1.93104 -5.41985 1.32010 0.043
H 0.67742 -6.20266 0.56302 0.112
H -3.11451 -4.62907 -0.10246 0.052
H -2.01118 -3.44100 -0.86817 0.120
H -3.00800 -3.10177 0.63643 0.111
H -1.52335 -1.84322 1.06590 0.125
H 1.39867 0.40112 0.35701 0.100
H 0.24641 -0.86110 -0.04232 0.122
H -1.12199 0.86042 -1.30904 0.125
H 0.51833 1.01734 -1.86466 0.104
```

Values from the calculation:
E_tot ... -33201.0122 eV
HOMO level ... -8.0266 eV
Structure (SMILES) ... CCNC(=O)OC1CCN(c2nncc3cc(OC)c(OC)cc23)CC1
ΔE to the lowest compared entry with this formula, charge and spin ... 665.04 kJ/mol
Frontier orbital gap ... 8.28 eV
Largest force on an atom ... 0.155 hartree/bohr